C28H80O12 | ωB97M-V/def2-TZVPD

## Properties
- structure (SMILES) = CC(C)O.CC(C)O.CC(C)O.CC(C)O.CC(C)O.CC(C)O.CC(C)O.CC(C)O.CO.CO.CO.CO
- energy relative to the best compared isomer or geometry (same formula, charge and spin) (kcal/mol) = 265.6

Structure (ORCA input):
```
! RIJCOSX wB97M-V def2-TZVPD def2/J DEFGRID3
* xyz 0 1
C 4.6820 12.3270 18.5850
O 3.6960 11.4630 19.0140
H 4.8140 13.1340 19.2690
H 4.2900 12.8990 17.7390
H 5.6580 11.8530 18.4070
H 3.0830 11.3740 18.2530
C 2.8250 15.6640 18.5270
O 2.1820 14.5080 18.9170
H 2.3460 16.4800 17.9270
H 3.6320 15.1930 17.9360
H 3.2380 16.0620 19.4170
H 1.2200 14.5910 18.9650
C 1.0390 15.7170 24.5430
O 1.3220 14.5570 25.3300
H 0.4420 15.4370 23.7260
H 1.9940 16.1870 24.2270
H 0.4280 16.4040 25.0910
H 1.2420 14.7620 26.2470
C 9.2230 13.5170 23.1400
O 8.1220 14.0730 22.4690
H 9.1770 13.7530 24.2330
H 10.1310 14.0560 22.7360
H 9.3220 12.4340 22.9330
H 7.4080 13.4980 22.5220
C 3.4270 10.9200 25.6780
C 4.4240 11.6780 24.7850
C 5.8790 11.7030 25.3520
O 4.5890 11.2760 23.6350
H 2.4450 10.9780 25.2410
H 3.4100 11.5100 26.5920
H 3.6850 9.8660 25.7630
H 3.9670 12.6770 24.6270
H 6.0110 12.0290 26.3700
H 6.4220 12.3890 24.6400
H 6.3040 10.7530 25.2480
H 3.7920 11.6440 23.1520
C 8.1440 11.6580 20.2870
C 6.8040 11.6600 21.1180
C 6.2880 10.2740 20.7510
O 6.9200 11.5140 22.3620
H 8.9700 11.1680 20.7380
H 8.5700 12.6380 20.1710
H 8.0440 11.2770 19.3020
H 6.1980 12.4150 20.7650
H 6.0730 10.1160 19.6590
H 5.3390 10.1710 21.2440
H 6.8650 9.4610 21.2090
H 6.0560 11.6670 22.7920
C 1.7540 10.8150 21.8880
C 1.9440 12.1820 21.3350
C 0.9450 13.0540 22.1540
O 3.0540 12.6350 21.4200
H 2.0450 10.6890 22.8890
H 2.3470 10.1590 21.2850
H 0.8010 10.4300 21.8080
H 1.6100 12.1560 20.3410
H -0.0300 12.6210 21.9450
H 1.1140 14.0780 21.8660
H 1.1110 13.0170 23.1970
H 3.4340 12.2920 20.6160
C 8.6130 17.5800 21.9820
C 9.4990 17.7330 20.7860
C 10.3440 16.5130 20.7310
O 8.8530 17.7590 19.7280
H 7.9520 18.4730 22.1950
H 9.3270 17.3710 22.8540
H 7.9630 16.7350 21.9310
H 10.1630 18.5770 20.9660
H 10.9050 16.3970 19.8220
H 9.8450 15.5850 20.9920
H 11.1030 16.6810 21.4730
H 9.2940 17.5080 18.9410
C 1.9380 18.6090 19.6470
C 1.3990 18.1710 21.0520
C -0.0520 18.7560 21.1290
O 1.1570 16.9400 21.1800
H 1.2910 18.4380 18.8430
H 2.9200 18.2850 19.3220
H 1.9260 19.6670 19.5930
H 1.9660 18.5640 21.8530
H 0.0130 19.7700 20.9020
H -0.4870 18.7830 22.0850
H -0.6670 18.2110 20.4540
H 1.9090 16.4080 21.5210
C 4.8850 17.0760 22.0890
C 4.4340 15.6430 21.7970
C 5.0620 14.5890 22.8100
O 3.2170 15.3280 22.0760
H 4.4040 17.4190 23.0310
H 4.3920 17.6100 21.3100
H 6.0070 17.0610 22.0120
H 4.6560 15.2770 20.8360
H 4.4780 14.5380 23.7760
H 5.9310 14.9350 23.2370
H 5.0450 13.5640 22.5020
H 3.0260 14.4440 21.7900
C 6.4260 18.7140 15.9360
C 5.4680 18.2660 17.0480
C 5.7490 19.0780 18.3220
O 4.2460 18.2450 16.7660
H 7.3950 18.9370 16.3540
H 6.1590 19.6410 15.4300
H 6.4950 17.9760 15.2170
H 5.7230 17.1830 17.2150
H 6.7220 18.7640 18.6400
H 5.1140 19.0340 19.2050
H 5.7830 20.1440 18.0580
H 3.9830 19.1830 16.7700
C 7.3840 13.7980 17.2200
C 7.7120 15.0750 17.9990
C 6.6920 15.1810 19.1720
O 8.8390 15.0060 18.5500
H 8.1620 13.6140 16.5630
H 6.4890 13.9050 16.5120
H 7.2600 13.0130 17.9740
H 7.6580 15.9140 17.2600
H 6.8670 14.2530 19.8210
H 5.6780 15.1800 18.7610
H 6.8780 16.1120 19.7170
H 8.9330 15.7220 19.1770
*
```

---

C28H81BHgN7O7 | ωB97M-V/def2-TZVPD

## Properties
- energy relative to the best compared isomer or geometry (same formula, charge and spin) (kcal/mol) = 127.4

Structure (ORCA input):
```
! RIJCOSX wB97M-V def2-TZVPD def2/J DEFGRID3
* xyz 1 1
Hg 2.7442 -0.7117 -0.7550
B -0.3645 0.5072 -0.1571
H 0.3708 1.2090 0.2048
H -0.1491 0.2510 -1.1829
H -0.3254 -0.4132 0.4046
H -1.3644 0.8998 -0.0553
C -10.0141 1.1496 -0.0253
C -9.4925 2.0098 -1.1318
C -8.5218 1.3567 -2.2212
O -7.5789 0.6848 -1.3661
C -6.4292 0.2991 -2.1255
N -10.6647 2.4886 -1.7865
H -10.6822 1.7040 0.6337
H -9.2099 0.7512 0.5933
H -10.4807 0.2567 -0.4414
H -8.9719 2.8893 -0.7530
H -8.0783 2.1707 -2.7947
H -8.9689 0.7222 -2.9864
H -5.6358 -0.0996 -1.4933
H -5.9471 1.1321 -2.6372
H -6.6567 -0.4908 -2.8413
H -10.3489 2.9876 -2.6059
H -11.1259 1.6705 -2.1580
C -3.9745 -1.9782 5.6549
C -3.5359 -1.9429 4.1738
C -4.6606 -1.9830 3.1578
O -5.0384 -3.3131 2.8675
C -6.0537 -3.2716 1.8601
N -2.5967 -0.8075 3.9948
H -4.5568 -2.8898 5.7892
H -4.7293 -1.2021 5.7815
H -3.1834 -1.8607 6.3955
H -2.9317 -2.8445 4.0733
H -4.2704 -1.5894 2.2192
H -5.4961 -1.3006 3.3137
H -5.6069 -2.9964 0.9047
H -6.9946 -2.8017 2.1464
H -6.3767 -4.2747 1.5817
H -3.0999 0.0584 4.1258
H -2.4222 -0.7516 3.0016
C 3.8322 -0.5727 5.1901
C 4.3346 -0.2639 3.7657
C 5.8113 -0.5212 3.6600
O 6.3162 -0.1442 2.3895
C 7.7582 -0.0507 2.1937
N 3.6310 -1.1910 2.8906
H 3.8221 -1.6398 5.4121
H 2.7947 -0.2769 5.3457
H 4.5311 -0.1641 5.9200
H 4.1292 0.7774 3.5176
H 6.1941 -1.5119 3.9051
H 6.3857 0.1295 4.3192
H 8.2679 -0.8784 2.6869
H 8.0157 0.9014 2.6578
H 8.0973 -0.0989 1.1589
H 3.8410 -2.1171 3.2345
H 2.6739 -1.1002 3.2001
C 7.3069 -1.9405 -4.2670
C 6.1428 -1.2002 -3.6266
C 5.0213 -1.0617 -4.5943
O 3.7166 -0.5676 -4.1805
C 2.9615 -0.1606 -5.3223
N 5.6919 -2.0403 -2.5456
H 7.0958 -2.9173 -4.7022
H 8.0522 -2.1145 -3.4908
H 7.8564 -1.3740 -5.0188
H 6.5339 -0.2443 -3.2780
H 4.8264 -1.9698 -5.1648
H 5.4288 -0.3804 -5.3411
H 2.0608 0.3010 -4.9175
H 2.7224 -1.0942 -5.8316
H 3.5685 0.5079 -5.9328
H 6.5101 -2.2514 -1.9924
H 5.5498 -2.9777 -2.8939
C -3.0114 5.0762 0.2845
C -3.0048 5.0302 1.8300
C -4.1855 4.2003 2.4295
O -4.2862 4.1342 3.8685
C -5.5099 3.6605 4.3711
N -1.7377 4.4509 2.2322
H -3.9859 5.3509 -0.1193
H -2.7799 4.1070 -0.1573
H -2.2532 5.7226 -0.1575
H -2.9978 6.0119 2.3036
H -4.2502 3.2131 1.9722
H -5.1023 4.6627 2.0637
H -5.8136 2.6540 4.0832
H -6.2424 4.4039 4.0564
H -5.5381 3.7560 5.4565
H -1.6497 3.6331 1.6460
H -1.8253 4.1781 3.2007
C 0.0999 -4.5345 -3.2190
C 0.0735 -5.1992 -1.8201
C -0.1238 -6.7192 -1.8568
O 0.8861 -7.4102 -2.6377
C 0.7430 -8.8299 -2.5568
N 1.3390 -4.8765 -1.1977
H -0.6411 -5.0405 -3.8380
H 1.0657 -4.5855 -3.7219
H -0.0951 -3.4760 -3.0473
H -0.7065 -4.7503 -1.2051
H -1.1524 -6.9446 -2.1381
H -0.1504 -7.1567 -0.8588
H -0.2890 -9.0965 -2.7850
H 1.0173 -9.1722 -1.5590
H 1.3716 -9.3327 -3.2916
H 1.9663 -5.6001 -1.5186
H 1.2658 -5.2459 -0.2605
C 3.7495 4.3693 -2.3646
C 5.1084 3.8020 -1.8926
C 6.1456 4.8782 -1.4986
O 7.2871 4.3643 -0.9173
C 8.3463 5.2764 -0.6337
N 4.7944 2.9322 -0.7810
H 3.9602 4.7572 -3.3612
H 3.4315 5.1704 -1.6975
H 2.9876 3.6011 -2.4965
H 5.5018 3.2635 -2.7548
H 5.6482 5.5211 -0.7724
H 6.3512 5.4576 -2.3986
H 8.9992 4.9705 0.1837
H 7.9283 6.1971 -0.2267
H 8.9299 5.4528 -1.5373
H 4.5616 3.5174 0.0086
H 5.7146 2.7271 -0.4187
*
```

---

C28H81BHgN7O7 | ωB97M-V/def2-TZVPD

## Properties
- energy relative to the best compared isomer or geometry (same formula, charge and spin) (kcal/mol) = 162.0

Structure (ORCA input):
```
! RIJCOSX wB97M-V def2-TZVPD def2/J DEFGRID3
* xyz 1 1
Hg -0.2114 3.7526 2.8884
B 1.0239 1.0105 0.3254
H 1.9851 1.2688 0.7422
H 0.9594 0.1568 -0.3313
H 0.3870 0.7399 1.1532
H 0.6111 1.8891 -0.1457
C 5.0908 4.3606 5.9630
C 3.9446 4.5411 4.9586
C 4.4649 5.0322 3.5587
O 3.4891 5.1743 2.5885
C 4.0171 5.2491 1.2800
N 3.2638 3.2315 4.7659
H 5.8748 3.6595 5.6769
H 4.6796 4.0535 6.9246
H 5.5882 5.2924 6.2321
H 3.3536 5.2964 5.4767
H 5.2472 4.3625 3.2015
H 4.9601 5.9916 3.7085
H 4.2921 4.2499 0.9423
H 4.9334 5.8113 1.0997
H 3.3064 5.6105 0.5367
H 3.2235 2.7759 5.6664
H 3.8230 2.5646 4.2534
C -1.1318 8.3686 3.9401
C -2.4482 7.6046 3.7688
C -2.9500 7.5588 2.3047
O -2.5956 6.3878 1.5460
C -2.6909 6.6785 0.1480
N -2.3572 6.2482 4.2774
H -1.0268 8.5545 5.0089
H -1.1971 9.3963 3.5830
H -0.3146 7.8272 3.4634
H -3.1995 8.1173 4.3694
H -2.4639 8.4121 1.8316
H -4.0077 7.8027 2.4036
H -1.8222 7.2372 -0.2003
H -3.6035 7.1696 -0.1898
H -2.8255 5.6795 -0.2668
H -3.2513 5.8481 4.0309
H -2.4068 6.2897 5.2853
C 8.1488 0.0826 0.9039
C 8.0891 -0.7762 2.1867
C 9.1678 -0.2730 3.1791
O 10.4199 -0.4996 2.6369
C 11.5017 -0.2302 3.4646
N 6.7732 -0.6731 2.8093
H 7.8163 1.0401 1.3047
H 7.4400 -0.3599 0.2040
H 9.1551 0.1315 0.4878
H 8.2310 -1.8121 1.8788
H 9.0072 -0.7238 4.1584
H 9.1627 0.8074 3.3231
H 11.2363 -0.7796 4.3678
H 11.8381 0.8053 3.5161
H 12.3208 -0.7974 3.0225
H 6.1201 -0.4973 2.0592
H 6.4931 -1.6051 3.0795
C -5.7706 -3.4208 -0.5121
C -4.2851 -3.4298 -1.0266
C -4.0473 -3.9542 -2.5258
O -4.9101 -3.4746 -3.5365
C -4.5857 -3.9600 -4.8599
N -4.0696 -1.9829 -0.9775
H -6.0424 -2.9696 0.4422
H -6.2202 -4.4033 -0.3683
H -6.4234 -2.8260 -1.1510
H -3.5946 -3.9038 -0.3291
H -4.0127 -5.0436 -2.5420
H -3.0451 -3.6136 -2.7862
H -5.2841 -3.4794 -5.5450
H -4.6884 -5.0411 -4.7666
H -3.5988 -3.5580 -5.0892
H -3.1607 -1.7865 -1.3717
H -4.6679 -1.5617 -1.6737
C -0.7427 -10.0890 -4.9637
C -0.5635 -9.2093 -6.2190
C 0.6732 -8.2426 -6.1351
O 0.5328 -7.3121 -5.0436
C 1.4351 -6.2315 -5.0480
N -0.3900 -10.0317 -7.4609
H 0.1003 -10.7388 -4.7287
H -1.5736 -10.7944 -4.9508
H -0.8609 -9.3522 -4.1693
H -1.4825 -8.6282 -6.2955
H 0.6863 -7.6331 -7.0388
H 1.6374 -8.7471 -6.1984
H 1.4043 -5.4526 -5.8099
H 2.4259 -6.6696 -4.9278
H 1.1827 -5.6568 -4.1568
H -0.0826 -9.4429 -8.2218
H -1.1888 -10.5626 -7.7776
C -6.9998 2.4205 -8.0306
C -6.0156 2.2345 -6.8177
C -4.7120 1.6450 -7.2241
O -3.9405 1.7347 -6.0088
C -2.4700 1.5213 -6.1535
N -5.8383 3.5806 -6.2924
H -7.8863 2.9698 -7.7137
H -7.2105 1.4444 -8.4676
H -6.4650 2.9904 -8.7904
H -6.5851 1.7472 -6.0263
H -4.2497 2.3111 -7.9525
H -4.6730 0.6207 -7.5949
H -2.0762 2.2678 -6.8431
H -2.2094 0.5239 -6.5078
H -2.0082 1.6162 -5.1707
H -5.1122 3.4701 -5.5990
H -5.2766 4.0925 -6.9577
C -3.5000 -1.8441 6.3233
C -2.2240 -1.2079 5.8479
C -1.2457 -2.2878 5.3363
O -1.0371 -3.2740 6.3704
C -0.2390 -4.3366 5.9264
N -2.5241 -0.2693 4.7414
H -3.3405 -2.5413 7.1459
H -4.1513 -2.3069 5.5818
H -4.0162 -1.0330 6.8368
H -1.7888 -0.6747 6.6931
H -0.3718 -1.6717 5.1243
H -1.6569 -2.8172 4.4767
H -0.7116 -4.9200 5.1363
H 0.0738 -5.0674 6.6722
H 0.6832 -3.8775 5.5702
H -3.5157 -0.1482 4.8902
H -2.4292 -0.8038 3.8897
*
```

---

C28H81N5O13 | ωB97M-V/def2-TZVPD

## Properties
- structure (SMILES) = COC[C@H](C)N.COC[C@H](C)N.COC[C@H](C)N.COC[C@H](C)N.COC[C@H](C)N.OCCO.OCCO.OCCO.CO.CO
- energy relative to the best compared isomer or geometry (same formula, charge and spin) (kcal/mol) = 148.4

Structure (ORCA input):
```
! RIJCOSX wB97M-V def2-TZVPD def2/J DEFGRID3
* xyz 0 1
C 5.4173 7.3183 3.6632
C 4.2995 7.9162 4.6410
O 4.4961 7.1711 5.8420
O 5.1533 5.9684 3.5645
H 6.3751 7.4718 4.1604
H 5.4302 7.9645 2.7855
H 3.2864 7.6926 4.3069
H 4.4433 8.9791 4.8352
H 3.9695 7.5275 6.5612
H 4.7801 5.6289 4.3812
C 1.1161 1.9215 7.2279
C 0.3956 2.0554 8.6219
O -0.9521 2.2986 8.5192
O 0.6928 0.8154 6.5586
H 2.1973 1.8813 7.3603
H 0.7498 2.7076 6.5676
H 0.9444 2.7803 9.2231
H 0.4690 1.0348 8.9974
H -1.4497 1.5750 8.1314
H -0.2565 0.7583 6.6902
C 2.7361 -7.7480 5.6625
C 2.0124 -6.4017 5.8599
O 1.7147 -5.8223 4.6280
O 1.8203 -8.6476 5.1037
H 3.1105 -8.1388 6.6087
H 3.5137 -7.8422 4.9045
H 2.5857 -5.8083 6.5722
H 1.0501 -6.6599 6.3020
H 1.9656 -4.9100 4.7899
H 1.6235 -8.4084 4.1950
C -3.8239 -2.0948 -5.9186
O -4.6743 -2.5062 -6.9355
H -4.4871 -1.7873 -5.1100
H -3.0735 -2.8372 -5.6469
H -3.2658 -1.1800 -6.1182
H -4.9662 -1.6760 -7.3191
C 1.5111 -0.0026 -0.1121
O 0.1185 -0.0077 -0.3957
H 1.6583 -0.7281 0.6879
H 2.2460 -0.1961 -0.8934
H 1.7544 0.9728 0.3091
H 0.0177 0.7630 -0.9592
C 8.6040 0.1305 -1.0840
C 9.8447 0.8479 -1.3825
C 10.8267 0.2842 -2.3995
O 11.4865 -0.9123 -1.9169
C 11.3481 -2.0856 -2.7429
N 9.4881 2.2587 -1.5546
H 8.2832 -0.4612 -1.9414
H 7.8304 0.7146 -0.5856
H 8.7553 -0.6534 -0.3420
H 10.4315 0.9247 -0.4671
H 11.5394 1.1054 -2.4760
H 10.2146 0.2029 -3.2978
H 10.4015 -2.5609 -2.4857
H 12.0545 -2.7452 -2.2390
H 11.4431 -2.0600 -3.8284
H 10.3335 2.8110 -1.5710
H 8.8887 2.6570 -0.8460
C -11.1734 4.0559 0.6628
C -10.0579 3.4924 1.6046
C -8.6386 4.0326 1.3354
O -7.7467 3.7375 2.4502
C -6.3057 3.8328 2.1404
N -10.5313 3.9413 2.8974
H -11.5069 5.0169 1.0543
H -11.9590 3.3417 0.9097
H -10.8002 4.0007 -0.3598
H -10.1271 2.4047 1.6210
H -8.6606 5.0977 1.1049
H -8.3198 3.5044 0.4368
H -5.9027 3.1992 2.9304
H -5.9051 4.8457 2.0980
H -6.0525 3.3660 1.1885
H -9.7944 3.6323 3.5152
H -11.3601 3.3866 3.0568
C -6.3823 -3.1323 0.3988
C -6.1829 -4.5666 0.9619
C -5.9954 -5.6218 -0.1685
O -7.2625 -6.2216 -0.4999
C -8.0226 -5.4885 -1.4393
N -4.9628 -4.4742 1.7253
H -7.3815 -2.9355 0.0101
H -5.7952 -3.0856 -0.5184
H -6.3013 -2.4549 1.2489
H -6.9902 -4.8508 1.6370
H -5.3589 -6.4621 0.1086
H -5.5511 -5.0546 -0.9864
H -8.7881 -6.1189 -1.8917
H -7.3942 -5.0934 -2.2375
H -8.4805 -4.7000 -0.8420
H -4.2393 -3.9550 1.2488
H -4.5598 -5.3977 1.7948
C 0.3532 6.3495 -2.9114
C -0.5685 6.4333 -4.0945
C 0.0386 7.1738 -5.3139
O 0.6054 8.4947 -4.9645
C 0.8674 9.2419 -6.1355
N -1.0186 5.0879 -4.4817
H -0.0464 5.8784 -2.0133
H 0.4336 7.4063 -2.6568
H 1.3644 5.9894 -3.1009
H -1.3936 7.0261 -3.6997
H -0.8027 7.3230 -5.9907
H 0.7287 6.5498 -5.8818
H 1.3964 10.1775 -5.9540
H -0.0672 9.5333 -6.6148
H 1.4751 8.6226 -6.7952
H -1.9413 5.2793 -4.8451
H -0.3967 4.6592 -5.1522
C 3.6181 -5.5528 -3.8124
C 2.6860 -6.6835 -3.5311
C 1.8045 -6.5543 -2.2427
O 1.5236 -7.8986 -1.7458
C 0.5773 -8.6486 -2.5498
N 1.8838 -6.7903 -4.7869
H 4.2895 -5.5014 -2.9553
H 3.1213 -4.5852 -3.8828
H 4.1686 -5.5838 -4.7527
H 3.2579 -7.6112 -3.5503
H 0.9837 -5.8544 -2.3991
H 2.4782 -6.2449 -1.4436
H -0.2056 -8.0321 -2.9915
H -0.1031 -9.2865 -1.9858
H 0.9196 -9.2750 -3.3736
H 2.6256 -6.7266 -5.4694
H 1.3544 -5.9305 -4.8115
*
```

---

What did we get for orbital gap? Answer: 9.48; 2.10; 1.30; 9.08 eV, in the order shown.